(1)
This record from the OMol25 dataset describes a gas-phase ion, C4H12N2O (charge +1) at a distorted geometry. The level of theory is wB97M-V/def2-TZVPD.

XYZ file:
```
19
Properties=species:S:1:pos:R:3:forces:R:3:mulliken_charge:R:1
C -0.419505 0.263237 -1.179057 0.985 -3.055 -0.855 -0.467
C -1.260161 -1.025656 -0.957670 -1.221 -0.013 0.987 -0.753
C -2.161221 -0.922575 0.284462 0.001 2.001 0.358 -0.624
N -1.298862 -0.759564 1.457638 0.775 -0.715 0.745 -0.615
N 0.633991 0.250939 -0.163427 -1.038 1.940 0.497 0.162
C 1.924330 0.722424 -0.333476 1.498 0.448 -2.418 -0.374
O 2.467759 1.329709 0.758661 -0.806 -1.193 0.979 -0.494
H -0.878522 1.240620 -1.240416 -0.430 0.169 0.367 0.361
H -0.000116 -0.012161 -2.150450 0.578 0.882 -0.034 0.406
H -0.573699 -1.869646 -0.829114 0.075 0.157 -0.153 0.324
H -1.855378 -1.247095 -1.842524 0.021 0.205 -0.078 0.421
H -2.978552 -1.616259 0.454151 0.213 -0.596 -0.532 0.422
H -2.639113 0.068413 0.227935 -0.278 -0.324 -0.304 0.300
H -1.760916 -0.406845 2.280497 -0.546 0.432 -0.066 0.225
H -0.972986 -1.660371 1.797967 0.224 -0.133 -0.296 0.214
H 0.229415 0.349576 0.782230 -0.097 -0.689 0.234 0.366
H 1.975700 1.355302 -1.243795 -0.567 0.374 0.159 0.394
H 2.508281 -0.093954 -0.832161 0.164 -0.368 0.817 0.381
H 3.055706 2.045934 0.554765 0.447 0.479 -0.408 0.353
```
Positions in Å, forces in eV/Å.

- ⟨S²⟩ = 0.75
- frontier orbital gap (spin up / spin down) (hartree) = 0.4112 / 0.2487
- multiplicity = 2
- lowest unoccupied orbital energy (spin up / spin down) (eV) = -2.78 / -7.15
- charge = +1

---

(2)
This record from the OMol25 dataset describes a molecular structure, C45H41BaCl2GeN4O2P2. The level of theory is wB97M-V/def2-TZVPD.

XYZ file:
```
98
Properties=species:S:1:pos:R:3:forces:R:3:mulliken_charge:R:1
Ba 0.101996 0.431999 -1.128117 -0.522 -0.034 -0.603 1.418
Cl 7.232104 1.702462 -1.986975 -0.043 -0.047 -0.008 -0.229
C 5.585471 1.321924 -2.402839 -0.027 0.051 0.103 -0.050
C 4.569719 1.811090 -1.600437 0.061 0.077 0.048 -0.562
C 3.226039 1.540432 -1.861830 -0.181 0.321 0.360 -0.475
N 2.163722 1.969226 -1.010804 0.396 -0.275 -0.565 -0.071
C 2.327945 2.972444 -0.162946 0.087 0.220 0.358 0.046
O 3.292417 3.721610 0.044893 -0.061 -0.160 -0.052 -0.802
C 1.119050 3.230194 0.748281 -0.129 0.097 -0.072 0.489
C 1.347872 3.933282 1.931393 -0.060 -0.009 -0.067 -0.581
C 0.282601 4.234663 2.755118 0.001 0.036 0.072 -0.675
C -0.997454 3.848853 2.376100 -0.004 0.024 0.041 -1.062
C -1.141491 3.153349 1.193096 0.114 -0.062 -0.090 -0.084
N -0.113478 2.834308 0.395226 0.129 -0.084 0.064 0.242
C 2.912914 0.763768 -2.996656 -0.280 -0.146 -0.292 0.178
C 3.948918 0.298501 -3.803518 -0.029 -0.042 -0.074 -0.463
C 5.275045 0.555826 -3.511993 -0.031 -0.003 -0.068 0.049
Cl 6.504400 -0.077904 -4.562950 0.001 0.017 0.044 -0.250
N 1.574473 0.368175 -3.244402 0.322 0.120 0.148 0.105
C 1.125264 0.270371 -4.493585 -0.034 -0.037 -0.040 -0.248
O 1.623170 0.649542 -5.556343 0.120 -0.030 0.077 -0.763
C -0.221823 -0.453212 -4.613638 -0.057 0.053 0.020 0.233
C -0.733258 -0.643110 -5.895693 -0.013 -0.025 0.025 -0.566
C -1.898580 -1.364932 -6.058852 -0.031 -0.018 0.000 -0.382
C -2.534040 -1.877535 -4.934206 -0.017 -0.005 -0.099 -0.837
C -1.976421 -1.615030 -3.700551 0.069 0.034 0.160 -0.324
N -0.850636 -0.916688 -3.526139 0.058 0.017 -0.056 0.255
H 4.822563 2.438370 -0.763152 0.008 -0.004 0.045 0.724
H 2.360395 4.241286 2.146791 0.010 0.008 -0.004 0.553
H 0.440300 4.777013 3.679177 -0.001 -0.003 -0.003 0.393
H -1.864186 4.083163 2.979324 0.002 -0.002 -0.003 0.509
H -2.124129 2.836234 0.859771 -0.011 -0.008 0.000 0.246
H 3.709268 -0.272256 -4.688399 -0.005 -0.008 0.017 0.545
H -0.176230 -0.225544 -6.721391 0.004 -0.003 -0.007 0.507
H -2.305575 -1.537410 -7.047269 -0.003 0.001 0.003 0.427
H -3.440849 -2.462084 -5.010592 0.003 -0.001 0.000 0.441
H -2.451858 -1.987232 -2.797137 0.008 0.013 -0.002 0.415
C -4.240724 0.970449 -3.296097 -0.003 0.027 -0.011 -1.466
P -3.091850 1.559234 -1.995997 0.049 -0.008 0.162 1.522
C -2.814250 3.290499 -2.532446 0.005 -0.028 -0.006 -1.434
C -4.246317 1.771433 -0.572218 0.001 0.030 -0.033 -0.135
C -5.273193 2.711684 -0.640353 -0.035 0.027 0.015 -0.673
C -6.125923 2.933595 0.429199 0.040 -0.009 -0.041 -0.920
C -5.959292 2.203267 1.594868 0.034 -0.037 0.012 -0.819
C -4.955775 1.249405 1.673699 -0.051 0.034 0.002 -0.792
C -4.094597 1.013801 0.601497 0.026 -0.023 0.021 0.021
P -2.775995 -0.267339 0.714408 0.041 -0.076 0.116 2.123
C -2.726481 -0.674710 2.501762 -0.058 0.029 -0.026 -1.680
C -3.696910 -1.732751 0.088280 -0.042 0.054 -0.033 -1.255
H -5.100328 1.635263 -3.397493 -0.001 -0.012 -0.014 0.472
H -4.591988 -0.033494 -3.057112 -0.007 0.008 0.002 0.285
H -3.705120 0.922474 -4.245201 0.003 -0.004 -0.009 0.427
H -3.732039 3.810007 -2.809049 0.008 0.007 -0.005 0.436
H -2.149702 3.271915 -3.397907 -0.006 0.007 -0.009 0.460
H -2.309562 3.842080 -1.738381 0.004 -0.007 0.001 0.334
H -5.407029 3.293377 -1.544162 -0.005 0.004 0.002 0.261
H -6.909818 3.675842 0.355287 0.000 0.004 -0.009 0.411
H -6.610843 2.372040 2.442473 0.003 -0.005 0.005 0.426
H -4.847123 0.687644 2.591058 -0.005 0.006 -0.002 0.316
H -3.685488 -1.009905 2.899284 0.009 -0.010 -0.004 0.550
H -2.374616 0.187439 3.069948 -0.022 0.005 0.000 0.429
H -2.002207 -1.480749 2.632015 0.012 -0.009 -0.019 0.274
H -4.662094 -1.830460 0.587592 -0.001 -0.019 -0.002 0.438
H -3.110230 -2.635419 0.265683 0.014 0.003 0.002 0.371
H -3.864623 -1.633792 -0.985335 -0.018 0.003 0.016 0.154
C 0.649063 0.344194 3.347548 0.024 0.055 0.049 -1.081
Ge 1.171173 -0.692440 1.774700 0.126 -0.104 0.498 -0.014
C 3.049482 -0.512473 1.395480 0.070 -0.005 -0.144 1.261
C 3.702747 -1.502694 0.655924 0.056 0.082 0.116 -0.732
C 5.070780 -1.423154 0.440893 -0.073 -0.043 -0.022 -0.748
C 5.788731 -0.355893 0.957465 0.049 0.092 -0.060 -0.404
C 5.141952 0.649179 1.664769 -0.016 0.064 -0.028 -0.688
C 3.773370 0.582545 1.872293 0.062 -0.128 -0.027 -0.048
C 0.701452 -2.577306 1.987521 -0.066 -0.036 -0.042 0.538
C -0.207458 -3.146468 1.132723 0.022 -0.142 0.042 -0.333
C -0.623481 -4.491391 1.277287 0.013 0.115 -0.065 -0.924
C -0.120175 -5.245183 2.292302 0.027 -0.051 0.067 -0.894
C 0.827656 -4.705079 3.199150 0.019 -0.039 0.027 1.011
C 1.361824 -5.488631 4.253267 -0.052 -0.010 -0.058 -0.965
C 2.280426 -4.967861 5.114506 0.045 0.082 0.020 -0.572
C 2.716045 -3.631924 4.961165 -0.003 -0.096 0.043 -1.032
C 2.217494 -2.854211 3.958029 -0.047 0.040 -0.078 -0.481
C 1.253984 -3.362826 3.047413 -0.065 -0.050 -0.025 0.456
H 1.548697 0.519985 3.940255 -0.059 0.035 0.067 0.567
H -0.061011 -0.242270 3.928714 0.011 0.037 0.056 0.516
H 0.205451 1.306424 3.093251 0.006 -0.003 -0.017 0.154
H 3.148520 -2.353605 0.273930 -0.014 0.003 -0.017 0.371
H 5.575184 -2.190750 -0.131636 0.001 0.004 -0.003 0.436
H 6.852769 -0.286334 0.776848 0.026 0.005 0.002 0.410
H 5.701418 1.499207 2.033620 0.008 -0.004 -0.003 0.384
H 3.276151 1.378441 2.415887 -0.010 0.017 -0.022 0.084
H -0.628303 -2.562541 0.318877 -0.015 0.013 0.001 0.506
H -1.337392 -4.913822 0.581300 0.002 -0.001 -0.003 0.463
H -0.431131 -6.275326 2.420562 0.003 0.001 0.001 0.375
H 1.027276 -6.513951 4.358323 0.001 0.002 0.000 0.397
H 2.683471 -5.576108 5.913488 0.006 0.006 0.004 0.396
H 3.455130 -3.227602 5.640137 0.004 -0.003 0.005 0.440
H 2.577177 -1.838107 3.839951 -0.009 -0.023 0.004 0.263
```
Positions in Å, forces in eV/Å.

- ⟨S²⟩ = 0.75
- frontier orbital gap (spin up / spin down) (hartree) = 0.2456 / 0.1889
- multiplicity = 2
- lowest unoccupied orbital energy (spin up / spin down) (eV) = 0.03 / -1.52
- charge = 0

---

Values of relative energy (zero: lowest compared OMol25 entry of this formula, charge and spin), in order: 25.91, 2.06, all in kcal/mol.